(1)
{
  "formula": "C22H24ClI2OP2Tl",
  "method": "ωB97M-V with the def2-TZVPD basis set",
  "symbols": ["H", "H", "C", "C", "H", "H", "C", "C", "Cl", "C", "O", "H", "C", "H", "C", "C", "H", "C", "C", "C", "H", "H", "H", "H", "C", "H", "C", "H", "C", "C", "C", "I", "H", "H", "I", "H", "H", "C", "H", "H", "C", "P", "H", "Tl", "C", "P", "H", "H", "C", "H", "C", "H", "C"],
  "positions_angstrom": [[2.0015, -2.1587, -0.0501], [0.3828, 1.9898, -4.1459], [-3.3934, 1.4072, 1.3886], [-4.3546, 0.8843, -2.0837], [-1.5930, -2.0188, 1.7013], [4.2374, 2.6160, 2.5457], [0.6753, -1.7177, 3.0597], [2.5272, 1.4644, 1.9250], [2.7703, 0.0437, -1.4384], [-4.0836, 0.3011, 1.8901], [-5.0103, 0.6234, -1.1894], [0.9596, -3.0357, 4.7439], [1.1843, -2.8574, 3.6877], [2.9091, -4.2042, 1.0666], [-2.0786, -1.0416, 1.6674], [-3.4255, -0.9240, 2.0128], [-5.1347, 0.3971, 2.1730], [-2.0410, 1.3111, 1.0850], [2.4152, 3.2472, 3.5472], [1.0524, 3.0010, 3.7156], [3.1067, 0.8439, 1.2311], [-0.8105, -0.0106, -6.7864], [2.9093, 4.0404, 4.1090], [-3.9618, -1.8017, 2.3805], [-1.3490, 0.0984, 1.2928], [-2.0263, -0.9693, -5.8775], [2.2738, -3.5154, 1.6222], [0.2262, -2.6761, -4.8835], [-1.3599, -0.0944, -5.8318], [1.1361, 1.2574, 2.0425], [3.1592, 2.4633, 2.6633], [-1.2450, -0.8087, -2.4187], [-1.5065, 2.1738, 0.6740], [-1.9523, 0.8216, -5.6681], [-2.3301, 2.1310, -3.2772], [-0.6432, 1.8038, 3.1491], [-3.9087, 2.3619, 1.2523], [1.9734, -3.7637, 2.9677], [1.4400, 1.2399, -5.3786], [0.0533, -1.0179, 3.6236], [0.9563, -1.4880, 1.7026], [0.4231, 0.0431, 0.8428], [1.7210, 0.8830, -3.6336], [2.1016, 2.6164, -0.9799], [1.7707, -2.3831, 0.9906], [-0.1412, -0.3229, -4.5331], [1.6739, -1.8635, -4.1969], [2.3617, -4.6554, 3.4609], [0.9597, 1.0890, -4.4014], [1.2432, -1.6414, -5.9340], [0.8513, -1.7740, -4.9180], [0.4797, 3.5907, 4.4284], [0.4141, 2.0003, 2.9835]],
  "forces_ev_per_angstrom": [[0.1, -0.2, 0.2], [0.2, -0.3, -0.1], [0.1, 0.4, 0.1], [-1.8, -1.0, 1.9], [-0.1, 0.3, 0.1], [-0.4, 0.0, 0.1], [0.0, 0.0, 0.1], [0.1, 0.2, -0.2], [-0.4, 0.1, 0.2], [0.1, 0.0, 0.1], [1.2, 0.6, -1.7], [0.1, 0.1, -0.4], [-0.1, 0.1, -0.2], [-0.2, 0.1, 0.2], [-0.1, -0.2, 0.0], [0.1, -0.1, 0.0], [0.4, -0.1, -0.2], [-0.1, 0.0, -0.1], [0.0, 0.0, -0.1], [0.1, -0.2, 0.1], [-0.1, 0.2, 0.3], [-0.2, 0.0, 0.3], [-0.2, -0.2, -0.1], [0.2, 0.3, -0.2], [-0.1, 0.3, -1.3], [0.2, 0.3, 0.0], [0.0, -0.2, 0.3], [0.2, 0.2, 0.0], [-0.2, 0.1, -0.3], [0.5, 0.3, -1.0], [0.1, -0.3, -0.1], [0.8, -1.2, -0.3], [-0.2, -0.2, 0.2], [0.3, -0.6, -0.1], [-0.2, 2.2, -0.3], [0.2, 0.1, -0.1], [0.2, -0.4, 0.0], [0.0, 0.3, -0.3], [-0.1, -0.1, 0.2], [0.2, -0.2, -0.1], [0.9, -0.7, -1.0], [-0.8, -0.6, 3.6], [-0.2, -0.1, -0.3], [0.1, 0.1, 0.0], [-0.3, 0.2, 0.2], [0.0, -0.4, 0.3], [-0.2, 0.0, -0.2], [-0.1, 0.3, -0.2], [0.0, 0.3, 0.1], [0.0, -0.1, 0.2], [-0.1, -0.1, 0.1], [0.1, -0.2, -0.1], [-0.2, 0.3, -0.1]],
  "charge": 2,
  "de_lowest_kj_mol": 0.0,
  "total_energy_ha": -2838.1735,
  "orbital_gap_ev": [6.380, 5.131],
  "e_lumo_ev": [-7.841, -9.093],
  "homo_ev": [-14.2213, -14.2246]
}

***

(2)
{
  "formula": "C22H24F17NO17S2",
  "method": "ωB97M-V with the def2-TZVPD basis set",
  "symbols": ["C", "C", "F", "H", "O", "C", "H", "F", "O", "H", "C", "O", "H", "H", "H", "H", "O", "H", "O", "O", "H", "F", "O", "O", "H", "F", "F", "F", "C", "O", "C", "C", "F", "F", "C", "C", "C", "F", "O", "O", "H", "F", "H", "F", "F", "C", "H", "C", "F", "F", "O", "O", "C", "F", "H", "C", "C", "H", "H", "H", "H", "O", "C", "H", "C", "F", "H", "C", "O", "H", "H", "N", "H", "C", "C", "O", "C", "H", "O", "S", "S", "F", "C"],
  "positions_angstrom": [[4.2102, 0.9119, -1.0116], [-6.9062, 0.6748, 3.2810], [-4.7429, -1.1847, -1.9356], [3.6638, 4.6003, 0.9333], [4.5728, 2.0558, -0.1388], [1.0638, -7.4195, -2.7880], [-7.7772, -1.9694, 3.4491], [-4.1661, -1.2637, 1.3348], [-8.0584, 0.7330, 4.0019], [4.8536, -2.3787, 0.4616], [-8.9532, -0.1518, 3.3578], [5.2589, 2.3017, 2.3460], [3.8269, -3.2659, -3.3033], [5.0855, -1.6098, -2.5185], [1.5317, 2.1956, -2.4412], [-8.4585, -1.6190, 1.8481], [2.0152, 4.8212, -0.2855], [-3.0955, -0.0163, 3.4759], [0.8297, -8.5153, -2.3820], [-0.6613, 3.0821, 4.9943], [-4.1929, 1.9963, 4.2682], [-1.9784, -1.1461, -2.4645], [-6.0230, 1.4751, 3.3598], [2.1124, -7.1121, -3.6038], [-2.4102, -0.3701, 5.0754], [-0.3964, 1.4996, -0.6838], [1.1200, -1.1822, -2.4670], [-9.7569, -0.7112, 4.2935], [0.9931, -5.2018, -3.0575], [-1.5194, 1.2016, 4.0806], [3.3042, 6.6208, 0.2399], [0.5797, 0.1482, -2.4573], [-2.3854, 0.1332, 0.8068], [-5.5007, 0.0227, -0.0471], [-3.0066, 0.0686, -0.4622], [-3.5880, 1.4463, 4.9894], [1.8196, -5.8356, -4.1327], [2.9849, -5.1633, -4.3125], [6.9968, 1.7125, 0.5466], [5.0666, -0.0126, 1.1471], [0.2880, -4.4684, -3.4506], [-3.6496, 1.3294, -0.5366], [1.6024, -4.7249, -2.2849], [-3.3584, -2.5027, -0.4328], [0.0689, 0.3676, -3.7371], [4.8113, -2.4615, -1.8082], [2.5093, 0.8760, -3.2025], [-8.0415, -1.1710, 2.7506], [4.5470, 6.9181, 0.6886], [-0.0304, -0.7942, -0.3515], [2.0092, 5.2029, -2.5112], [0.3123, -6.3204, -2.5008], [-2.6765, 0.4298, 4.3787], [-2.3757, 1.0472, -2.5616], [-9.5586, 0.3999, 2.6332], [4.9651, -0.3016, -0.2726], [4.4044, -1.7848, -0.4106], [5.0756, 0.4898, -2.8615], [2.3210, 1.8201, -0.2517], [3.2802, -1.8869, -0.3067], [5.9799, -0.3698, -0.8001], [3.6894, -3.2107, -2.3373], [-0.4553, 0.2185, -1.2516], [2.3186, 0.0021, -0.3098], [2.4269, 5.4499, -1.4205], [-4.3902, 0.8814, 5.9262], [5.6757, 1.8830, -2.1266], [-1.5416, 2.2801, 4.9142], [-2.6946, 2.3336, 5.6368], [2.2744, 5.4002, 1.6963], [1.3044, -5.9448, -5.0912], [4.8461, 1.3036, -2.2830], [2.6272, 7.4537, 0.4495], [2.6097, 0.9248, -0.8983], [-2.0014, 0.0014, -1.6791], [-6.8825, -0.4020, 2.4509], [1.8550, 1.1066, -2.2894], [5.7007, -3.1336, -1.5995], [3.3686, 6.3989, -1.1565], [5.6195, 1.5834, 1.0980], [-4.3682, -1.2102, -0.3387], [-5.6186, -2.2879, -0.1288], [2.8404, 5.3011, 0.7696]],
  "forces_ev_per_angstrom": [[0.4, 1.2, 1.2], [1.0, 0.6, 0.0], [1.2, 0.1, 2.1], [0.1, 0.2, -0.1], [1.3, -1.0, 1.9], [-0.4, -1.2, 0.8], [-0.2, 0.2, 0.1], [-0.4, -0.1, -2.4], [0.2, 0.0, -0.7], [-0.6, 0.9, -1.3], [-0.4, -0.1, 0.6], [0.8, -2.3, -3.5], [-0.2, -0.2, 0.7], [-0.1, -1.3, 0.7], [0.3, -1.6, 0.4], [0.2, 0.1, 0.0], [0.2, 0.4, -0.5], [0.2, 0.2, 0.0], [0.2, 0.7, -0.2], [-0.5, -0.6, -0.1], [0.0, -0.1, 0.2], [-0.6, 1.3, 1.7], [-0.6, -0.5, -0.1], [-0.6, 0.3, -0.1], [-0.1, 0.1, 0.1], [0.1, -2.4, -0.6], [-1.3, 1.9, -0.1], [-0.1, 0.1, 0.0], [-0.5, 0.8, 0.3], [-0.1, 0.5, 0.3], [0.7, 0.2, 0.0], [2.8, -0.3, -0.9], [-0.5, -0.6, -3.2], [1.7, -2.3, -0.9], [-0.1, 3.6, 2.2], [-0.4, 0.1, 0.4], [0.5, 0.0, 0.0], [0.1, 0.0, -0.3], [-3.5, -0.9, 1.5], [1.1, 2.6, -1.3], [-0.1, -0.2, 0.1], [1.5, -2.7, -0.3], [0.2, -0.1, -0.2], [-1.0, 2.1, -0.6], [0.0, -0.4, 2.2], [0.0, 0.8, 0.8], [-0.9, 0.1, 1.5], [0.0, -0.8, -0.6], [0.0, 0.2, 0.0], [-1.3, 2.4, -1.3], [0.3, 0.0, 0.7], [0.4, -0.4, -0.3], [0.0, -0.8, -0.5], [0.9, -2.0, 1.8], [-0.1, 0.0, 0.2], [-0.1, -2.2, -1.7], [-0.2, -0.4, 0.2], [-0.1, 0.5, 0.3], [0.6, -1.3, -0.9], [1.3, 0.4, -0.1], [-1.0, 0.5, 1.2], [1.1, 0.8, -0.2], [-0.2, 0.2, 0.3], [0.1, 1.0, -1.0], [-0.4, -0.5, -1.1], [-0.1, 0.0, 0.0], [-0.4, -0.5, 0.1], [1.0, 0.8, 0.1], [0.3, -0.1, -0.6], [-0.1, -0.1, -0.2], [0.2, 0.1, 0.0], [-0.9, -0.9, 0.2], [0.2, 0.1, 0.0], [0.0, 0.2, -0.3], [1.5, 0.5, -2.3], [-0.2, 0.5, 0.5], [-0.6, 0.0, -0.4], [-0.9, 0.8, -0.6], [-0.7, -0.2, 0.2], [0.4, 1.9, 0.4], [-4.2, -1.6, 2.9], [1.8, 1.4, -0.5], [-0.2, -0.5, 0.9]],
  "charge": 0,
  "total_energy_ha": -4680.5008,
  "orbital_gap_ev": 9.041,
  "e_lumo_ev": -1.584,
  "homo_ev": -10.6249
}

***

(3)
{
  "formula": "C22H24FN3O3",
  "method": "ωB97M-V with the def2-TZVPD basis set",
  "symbols": ["N", "C", "C", "C", "C", "H", "C", "H", "C", "H", "H", "C", "H", "H", "N", "H", "C", "C", "H", "H", "F", "C", "C", "C", "C", "C", "C", "H", "H", "C", "O", "C", "H", "H", "H", "C", "H", "H", "N", "H", "C", "H", "H", "C", "H", "O", "H", "H", "H", "C", "C", "O", "H"],
  "positions_angstrom": [[4.0382, 0.0215, -0.0362], [7.3535, 0.0748, 1.5334], [-5.0102, 0.5519, -1.3534], [-6.2892, -0.0163, -1.4282], [3.3342, 1.0254, 0.6349], [5.4837, 0.8010, 1.9507], [-2.4220, 1.7580, -0.8219], [2.8306, 0.5297, 1.7526], [-4.8089, -0.4841, 1.0149], [-1.0823, 3.1013, 0.4599], [-6.3500, -1.5102, 1.6413], [8.2704, -0.3209, 0.4314], [2.9512, -1.6921, 0.1178], [-7.7870, -2.9431, 0.6257], [-3.0510, 1.0251, -0.0588], [-4.6606, 1.3183, -2.0263], [-4.3149, 0.2346, 0.0917], [-5.9820, -1.1543, 0.7068], [-8.6992, -1.5016, 1.3826], [-1.8728, -0.7937, 1.0843], [5.7538, -1.2699, -2.0867], [6.3836, -0.7597, -0.9157], [2.0949, 1.3924, -0.3420], [5.4527, -0.0322, -0.1920], [-1.0248, 2.1918, -0.3741], [2.0990, -0.6678, -1.1579], [-8.5293, -2.1170, 0.5960], [1.3302, -1.3946, -1.5793], [3.9634, -1.9428, -1.0359], [6.1054, 0.2051, 1.2937], [-2.9858, 2.6499, -1.5435], [0.0601, -0.1154, -0.1393], [-9.3973, -2.4383, 0.1250], [9.3253, -0.5515, 0.6416], [-4.3300, -0.4800, 1.9257], [3.3365, -0.9671, -0.5667], [-2.2031, 0.7109, 2.0792], [-0.3486, 2.4411, -1.2209], [1.3035, 0.3197, -0.5368], [3.8686, 1.7280, 0.8512], [7.6660, -1.1190, -0.7133], [2.4024, 1.9846, -0.9988], [2.4356, -0.1623, -2.3245], [-1.8569, 0.3822, 1.0298], [1.5176, 1.9776, 0.3504], [-7.8465, -1.2398, -0.5289], [7.8365, 0.4419, 2.2172], [8.2225, -1.5175, -1.5135], [-6.7888, 0.0408, -2.2345], [-0.6123, 0.8311, 0.6602], [-6.7085, -0.8386, -0.3187], [-0.3063, -1.0242, -0.5594], [-0.1510, 1.3150, 1.4092]],
  "forces_ev_per_angstrom": [[5.3, 1.8, -1.4], [2.4, -3.6, -9.5], [-2.6, -2.5, 4.5], [7.6, 0.5, 5.8], [-8.3, -8.8, -0.8], [-0.3, -0.5, 0.3], [0.4, 9.1, -3.6], [1.2, 1.4, -3.0], [0.1, -0.9, 0.5], [-0.2, -2.2, -2.6], [-1.0, -1.1, 0.0], [-2.2, -4.6, -0.9], [-0.1, -0.5, 2.8], [-0.8, 0.4, 1.0], [0.1, -9.1, 9.1], [0.6, -0.2, 0.0], [2.7, 7.1, -10.7], [1.4, -0.2, 4.7], [-0.2, 1.5, 2.7], [-0.6, 2.2, -0.6], [1.1, 0.1, 0.4], [-5.3, -0.5, -2.7], [-1.2, -1.1, 11.1], [1.9, -0.1, 7.9], [0.7, -1.0, 3.1], [-2.9, 1.5, -9.4], [3.8, -0.4, -4.8], [2.0, -0.2, 1.1], [-1.4, 3.5, 0.1], [-6.0, 1.5, -4.6], [0.9, -1.8, -0.6], [8.3, 14.7, 4.8], [-1.6, -0.5, -0.7], [-0.4, 0.6, -0.1], [0.8, -0.6, 2.1], [0.3, -8.7, -0.7], [0.4, -0.2, -1.7], [-0.4, -0.3, 0.8], [2.0, -2.6, -1.8], [5.9, 8.2, 2.4], [2.6, 4.8, 4.2], [2.4, 4.2, -6.7], [-0.9, -0.8, 2.6], [-7.0, -2.4, 2.5], [-0.2, 1.3, 0.3], [-9.1, -4.0, 0.8], [4.5, 3.6, 8.1], [0.6, -0.7, -0.6], [-4.1, 0.5, -5.5], [-0.7, 4.7, -3.6], [3.1, 2.5, -3.2], [-8.1, -16.8, -6.5], [2.3, 1.1, 2.6]],
  "charge": 0,
  "de_lowest_kj_mol": 1915.5,
  "total_energy_ha": -1341.9484,
  "orbital_gap_ev": 7.612,
  "e_lumo_ev": 0.101,
  "smiles": "COc1ccc(N2C[C@@H](C(=O)N3CCN(c4ccccc4F)CC3)CC2=O)cc1",
  "homo_ev": -7.5117
}

***

Number 2 is which compound?
C22H24F17NO17S2